Entry 1:
H8LiO4 | ωB97M-V with the def2-TZVPD basis set

```
! RIJCOSX wB97M-V def2-TZVPD def2/J DEFGRID3
* xyz 1 1
Li 36.595 -49.487 -16.781
O 38.552 -49.425 -17.272
H 38.941 -50.250 -17.069
H 39.131 -48.710 -17.401
O 35.868 -50.081 -18.638
H 35.095 -50.398 -18.260
H 35.634 -49.246 -18.963
O 36.148 -50.923 -15.317
H 35.592 -51.723 -15.143
H 37.028 -51.112 -14.834
O 36.295 -47.716 -15.907
H 35.404 -47.647 -16.095
H 36.295 -48.011 -14.995
*
```

Computed properties:
Frontier orbital gap in eV: 12.77
Molecular weight in g mol⁻¹: 79.001
Relative energy (zero: lowest compared OMol25 entry of this formula, charge and spin) in kcal/mol: 22.8
F_max in eV/Å: 3.4
E_LUMO in eV: -3.7837


Entry 2:
H8N2Si2 | ωB97M-V with the def2-TZVPD basis set

```
! RIJCOSX wB97M-V def2-TZVPD def2/J DEFGRID3
* xyz 0 1
N 1.546 1.496 -1.638
N -0.997 -1.856 1.418
Si 0.422 1.405 -0.288
Si -0.823 -0.259 1.074
H 1.372 1.815 -2.543
H 2.611 1.492 -1.513
H -0.750 -2.212 2.299
H -1.512 -3.004 -0.010
H -1.836 -3.634 -0.497
H -0.501 2.563 -0.512
H 1.646 1.185 0.378
H -1.178 1.009 1.831
*
```

Computed properties:
Frontier orbital gap in eV: 8.26
Molecular weight in g mol⁻¹: 92.250
Relative energy (zero: lowest compared OMol25 entry of this formula, charge and spin) in kcal/mol: 123.7
F_max in eV/Å: 3.6
E_LUMO in eV: -0.5872


Entry 3:
H8NNaO7 | ωB97M-V with the def2-TZVPD basis set

```
! RIJCOSX wB97M-V def2-TZVPD def2/J DEFGRID3
* xyz 0 1
Na 0.290 -0.238 -0.063
N -2.524 -0.058 1.503
O -2.138 -1.085 0.842
O -1.935 1.038 1.333
O -3.521 -0.153 2.235
O 0.032 2.279 0.310
H -0.850 2.386 0.705
H 0.528 3.062 0.568
O 1.837 -0.871 1.845
H 1.538 -0.461 2.667
H 2.753 -0.587 1.746
O -0.634 0.093 -2.456
H -1.270 -0.537 -2.816
H -0.024 0.268 -3.180
O 1.828 -1.427 -1.519
H 1.824 -2.377 -1.348
H 2.265 -1.333 -2.372
*
```

Computed properties:
Frontier orbital gap in eV: 7.45
Molecular weight in g mol⁻¹: 157.054
Relative energy (zero: lowest compared OMol25 entry of this formula, charge and spin) in kcal/mol: 2.0
F_max in eV/Å: 1.7
E_LUMO in eV: -0.6413


Entry 4:
H8NO7Zn | ωB97M-V with the def2-TZVPD basis set

```
! RIJCOSX wB97M-V def2-TZVPD def2/J DEFGRID3
* xyz 1 1
Zn 4.738 -2.419 3.252
N 0.586 -0.449 1.662
O 0.161 -0.535 0.529
O -0.143 -0.054 2.537
O 1.750 -0.769 1.856
O -4.100 -0.934 0.691
H -3.164 -1.094 0.815
H -4.509 -1.278 1.485
O -1.462 3.746 1.418
H -1.515 2.807 1.598
H -0.606 4.006 1.757
O 1.674 2.043 -3.328
H 1.675 1.809 -2.400
H 0.759 1.960 -3.596
O 1.721 -2.802 -2.898
H 1.411 -3.707 -2.935
H 1.024 -2.329 -2.443
*
```

Computed properties:
Frontier orbital gap in eV: 2.21
Molecular weight in g mol⁻¹: 199.454
F_max in eV/Å: 1.2
E_LUMO in eV: -11.2551


Entry 5:
H8Na3O5 | ωB97M-V with the def2-TZVPD basis set

```
! RIJCOSX wB97M-V def2-TZVPD def2/J DEFGRID3
* xyz 1 1
Na -6.739 1.323 14.031
Na -4.786 4.046 9.761
Na -8.390 7.142 15.276
O -4.320 4.756 14.187
H -4.519 5.346 14.939
O -6.564 8.189 18.937
H -6.481 8.346 19.898
O -2.394 8.517 14.460
H -1.927 8.558 15.294
H -2.755 7.631 14.430
O -0.059 3.864 15.135
H -0.225 3.063 15.632
H -0.908 4.094 14.759
O -2.621 0.453 13.535
H -2.146 0.135 14.302
H -2.921 1.327 13.783
*
```

Computed properties:
Frontier orbital gap in eV: 1.62
Molecular weight in g mol⁻¹: 157.029
Relative energy (zero: lowest compared OMol25 entry of this formula, charge and spin) in kcal/mol: 134.4
F_max in eV/Å: 0.9
E_LUMO in eV: -5.6643


Entry 6:
H8Na7O12S2 | ωB97M-V with the def2-TZVPD basis set

```
! RIJCOSX wB97M-V def2-TZVPD def2/J DEFGRID3
* xyz 3 1
Na -8.223 2.459 19.993
Na -3.372 -3.085 12.363
Na -8.490 -3.500 15.124
Na -5.913 2.148 12.921
Na 0.184 -2.615 17.003
Na -6.059 -3.393 21.964
Na -1.612 3.570 17.956
S -4.902 -0.307 17.343
O -3.603 -0.539 18.001
O -5.010 -1.127 16.127
O -5.965 -0.713 18.206
O -5.025 1.087 16.960
S -5.667 5.344 23.122
O -4.614 5.100 24.073
O -6.898 4.698 23.617
O -5.968 6.705 22.865
O -5.271 4.742 21.862
O -1.977 -5.971 15.737
H -1.666 -6.875 15.796
H -2.720 -5.933 16.338
O -2.777 -1.033 22.815
H -2.307 -0.956 21.985
H -2.116 -0.847 23.483
O -5.372 6.618 17.674
H -5.172 6.180 18.502
H -5.453 5.906 17.040
O -11.192 -0.210 21.136
H -10.566 -0.879 20.859
H -12.048 -0.624 21.031
*
```

Computed properties:
Frontier orbital gap in eV: 1.16
Molecular weight in g mol⁻¹: 425.116
F_max in eV/Å: 4.1
E_LUMO in eV: -8.7498


Entry 7:
H8O3S2 | ωB97M-V with the def2-TZVPD basis set

```
! RIJCOSX wB97M-V def2-TZVPD def2/J DEFGRID3
* xyz 0 1
S 1.829 -0.791 -1.935
S 3.720 -0.269 -1.296
H 1.237 0.255 -1.296
H 3.511 0.338 -0.068
H 0.173 -3.068 0.801
H 0.725 -2.005 -0.154
O 0.544 -2.156 0.793
H -1.255 -0.895 1.603
H -1.245 0.616 1.626
O -1.802 -0.114 1.400
H -2.006 3.331 -0.383
H -3.166 2.299 -0.408
O -2.265 2.459 -0.684
*
```

Computed properties:
Frontier orbital gap in eV: 9.09
Molecular weight in g mol⁻¹: 120.195
Relative energy (zero: lowest compared OMol25 entry of this formula, charge and spin) in kcal/mol: 15.9
F_max in eV/Å: 1.3
E_LUMO in eV: 0.1787


Entry 8:
H8O4 | ωB97M-V with the def2-TZVPD basis set

```
! RIJCOSX wB97M-V def2-TZVPD def2/J DEFGRID3
* xyz 0 1
O 0.529 1.319 -0.349
H -0.061 0.757 -0.897
O -1.096 -0.248 -1.061
H -0.073 -1.093 -0.640
H -1.825 -0.458 -1.659
O 0.703 -1.426 0.011
H 1.574 -1.310 -0.330
H 0.503 -0.798 0.710
O -0.297 -0.084 1.649
H 0.079 0.895 0.491
H -0.283 0.229 2.536
H 0.247 2.219 -0.461
*
```

Computed properties:
Frontier orbital gap in eV: 9.59
Molecular weight in g mol⁻¹: 72.060
Relative energy (zero: lowest compared OMol25 entry of this formula, charge and spin) in kcal/mol: 78.4
F_max in eV/Å: 4.4
E_LUMO in eV: 0.3816


Entry 9:
H8O4 | ωB97M-V with the def2-TZVPD basis set

```
! RIJCOSX wB97M-V def2-TZVPD def2/J DEFGRID3
* xyz 0 1
O 0.707 -0.530 1.442
H 0.526 -1.039 2.232
H 1.203 -1.125 0.880
O 2.039 2.205 1.457
H 1.655 2.794 2.107
H 1.532 1.397 1.537
O -1.225 0.129 -0.644
H -0.429 0.034 -0.121
H -1.939 0.024 -0.015
O -1.128 -1.612 -2.990
H -0.987 -0.839 -2.442
H -1.954 -1.438 -3.442
*
```

Computed properties:
Frontier orbital gap in eV: 11.05
Molecular weight in g mol⁻¹: 72.060
Relative energy (zero: lowest compared OMol25 entry of this formula, charge and spin) in kcal/mol: 17.4
F_max in eV/Å: 0.6
E_LUMO in eV: 0.2276


Entry 10:
H8O4 | ωB97M-V with the def2-TZVPD basis set

```
! RIJCOSX wB97M-V def2-TZVPD def2/J DEFGRID3
* xyz 0 1
O -23.491 -15.293 -14.771
H -24.325 -14.827 -14.988
H -22.816 -14.737 -15.163
O -21.830 -17.497 -15.140
H -22.441 -16.743 -15.203
H -22.275 -18.267 -15.444
O -23.813 -16.632 -12.450
H -23.870 -16.147 -13.258
H -24.722 -16.746 -12.294
O -19.026 -18.771 -15.769
H -19.776 -18.223 -15.537
H -19.081 -18.446 -16.664
*
```

Computed properties:
Frontier orbital gap in eV: 11.01
Molecular weight in g mol⁻¹: 72.060
Relative energy (zero: lowest compared OMol25 entry of this formula, charge and spin) in kcal/mol: 28.0
F_max in eV/Å: 2.2
E_LUMO in eV: 0.0261


Entry 11:
H8O4 | ωB97M-V with the def2-TZVPD basis set

```
! RIJCOSX wB97M-V def2-TZVPD def2/J DEFGRID3
* xyz 0 1
O -0.695 0.516 0.967
H -0.053 1.024 1.460
H -0.212 -0.258 0.645
O 2.397 0.868 -0.439
H 2.445 0.812 -1.391
H 1.928 0.107 -0.170
O -2.591 0.785 -0.983
H -1.969 0.855 -0.272
H -3.461 0.887 -0.564
O 0.778 -1.473 0.277
H 1.424 -2.140 0.474
H 0.014 -1.989 0.000
*
```

Computed properties:
Frontier orbital gap in eV: 10.80
Molecular weight in g mol⁻¹: 72.060
Relative energy (zero: lowest compared OMol25 entry of this formula, charge and spin) in kcal/mol: 21.4
F_max in eV/Å: 1.7
E_LUMO in eV: 0.1425


Entry 12:
H8O4 | ωB97M-V with the def2-TZVPD basis set

```
! RIJCOSX wB97M-V def2-TZVPD def2/J DEFGRID3
* xyz 0 1
H 0.646 -1.332 1.711
H 1.181 -2.430 0.807
H 4.411 0.767 -0.315
H 3.872 0.890 -1.731
H -3.272 -1.837 -0.134
H -4.172 -1.391 -1.274
H -1.111 1.815 0.301
H -1.435 3.073 1.091
O 1.419 -1.579 1.191
O 3.721 0.430 -0.898
O -3.319 -1.209 -0.863
O -1.836 2.414 0.513
*
```

Computed properties:
Frontier orbital gap in eV: 11.92
Molecular weight in g mol⁻¹: 72.060
Relative energy (zero: lowest compared OMol25 entry of this formula, charge and spin) in kcal/mol: 28.9
F_max in eV/Å: 0.2
E_LUMO in eV: 0.6025


Entry 13:
H8O4Rb | ωB97M-V with the def2-TZVPD basis set

```
! RIJCOSX wB97M-V def2-TZVPD def2/J DEFGRID3
* xyz 1 1
Rb -2.557 1.754 -16.059
O -1.410 2.875 -17.447
H -1.907 3.204 -18.196
H -0.662 2.422 -17.835
O -2.712 0.598 -14.216
H -1.862 0.389 -14.603
H -3.019 -0.231 -13.850
O -1.838 0.703 -17.681
H -2.548 0.692 -18.323
H -1.040 0.750 -18.208
O -4.231 2.992 -15.968
H -4.923 3.097 -16.622
H -3.942 3.885 -15.780
*
```

Computed properties:
Frontier orbital gap in eV: 11.11
Molecular weight in g mol⁻¹: 157.528
Relative energy (zero: lowest compared OMol25 entry of this formula, charge and spin) in kcal/mol: 185.0
F_max in eV/Å: 8.1
E_LUMO in eV: -3.8523


Entry 14:
H8OSi3 | ωB97M-V with the def2-TZVPD basis set

```
! RIJCOSX wB97M-V def2-TZVPD def2/J DEFGRID3
* xyz 0 1
O 1.056 -0.447 -1.572
Si 0.627 -1.618 1.319
Si -0.669 1.894 -0.254
Si -0.040 -0.314 -0.395
H 1.391 -0.786 -2.384
H -0.063 -0.830 2.552
H 2.028 -1.661 1.490
H 0.137 -2.961 1.351
H -1.696 1.789 -1.316
H 0.327 3.063 -0.863
H -1.296 2.546 0.810
H -1.803 -0.675 -0.738
*
```

Computed properties:
Frontier orbital gap in eV: 10.04
Molecular weight in g mol⁻¹: 108.321
Relative energy (zero: lowest compared OMol25 entry of this formula, charge and spin) in kcal/mol: 60.4
F_max in eV/Å: 3.6
E_LUMO in eV: 0.3326


Entry 15:
H9O4 | ωB97M-V with the def2-TZVPD basis set

```
! RIJCOSX wB97M-V def2-TZVPD def2/J DEFGRID3
* xyz 1 1
O -1.862 1.244 -0.923
H -2.428 0.920 -1.581
H -2.368 1.595 -0.167
O 0.826 -1.945 0.319
H 1.410 -2.528 -0.206
H 0.543 -0.791 -0.546
O 0.913 0.109 1.682
H 0.574 -0.099 2.530
H 0.896 -1.155 1.207
O 0.459 0.423 -0.667
H 0.956 0.988 -1.244
H 0.815 0.552 0.434
H -0.736 0.685 -0.838
*
```

Computed properties:
Frontier orbital gap in eV: 10.87
Molecular weight in g mol⁻¹: 73.068
Relative energy (zero: lowest compared OMol25 entry of this formula, charge and spin) in kcal/mol: 91.5
F_max in eV/Å: 3.6
E_LUMO in eV: -4.1574


Entry 16:
H9O4 | ωB97M-V with the def2-TZVPD basis set

```
! RIJCOSX wB97M-V def2-TZVPD def2/J DEFGRID3
* xyz 1 1
O 0.363 -2.426 -1.207
H 0.226 -3.287 -0.831
H 1.309 -2.452 -1.649
O 0.253 0.373 2.536
H -0.143 0.145 3.281
H 0.810 1.055 2.864
O -0.539 1.918 -1.486
H -0.241 2.804 -1.282
H -1.067 1.900 -2.303
O -0.298 -0.104 0.027
H -0.226 0.228 1.045
H -0.382 0.791 -0.598
H -0.064 -0.944 -0.396
*
```

Computed properties:
Frontier orbital gap in eV: 12.96
Molecular weight in g mol⁻¹: 73.068
Relative energy (zero: lowest compared OMol25 entry of this formula, charge and spin) in kcal/mol: 20.8
F_max in eV/Å: 6.6
E_LUMO in eV: -3.1363


Entry 17:
H9O4 | ωB97M-V with the def2-TZVPD basis set

```
! RIJCOSX wB97M-V def2-TZVPD def2/J DEFGRID3
* xyz 2 2
O 1.443 -0.941 0.210
H 1.027 -0.884 1.095
H 2.217 -1.527 0.290
H 1.037 -0.733 -0.888
O 0.299 -0.431 -1.873
H 0.929 -0.173 -2.600
H -0.298 0.349 -1.784
O 0.443 0.314 2.456
H -0.441 0.524 2.120
H 0.860 1.028 2.973
O -2.143 0.989 -0.775
H -2.824 1.136 -0.076
H -2.742 0.851 -1.589
*
```

Computed properties:
Frontier orbital gap (spin up / spin down) in eV: 14.31 / 3.41
Molecular weight in g mol⁻¹: 73.068
Relative energy (zero: lowest compared OMol25 entry of this formula, charge and spin) in kcal/mol: 42.6
F_max in eV/Å: 1.8
E_LUMO (spin up / spin down) in eV: -8.1693 / -16.6370


Entry 18:
H9O4S | ωB97M-V with the def2-TZVPD basis set

```
! RIJCOSX wB97M-V def2-TZVPD def2/J DEFGRID3
* xyz -1 1
S 0.158 -1.517 0.642
H -0.123 -2.609 1.372
H -0.930 -0.875 -1.314
H -1.655 -1.774 -2.213
O -1.463 -0.855 -2.140
H 1.888 0.135 0.650
H 2.603 0.803 1.661
O 2.443 0.951 0.724
H 0.978 1.507 -0.962
H 0.081 0.908 -1.927
O 0.576 1.730 -1.794
H -1.246 1.207 1.550
H -1.449 -0.231 1.724
O -1.861 0.619 2.028
*
```

Computed properties:
Frontier orbital gap in eV: 8.07
Molecular weight in g mol⁻¹: 105.135
Relative energy (zero: lowest compared OMol25 entry of this formula, charge and spin) in kcal/mol: 14.7
F_max in eV/Å: 1.3
E_LUMO in eV: 3.7519


Entry 19:
H9O4S | ωB97M-V with the def2-TZVPD basis set

```
! RIJCOSX wB97M-V def2-TZVPD def2/J DEFGRID3
* xyz -1 1
S 0.176 0.286 0.290
H 0.420 -0.008 1.564
H 0.636 -3.525 0.003
H 0.386 -2.061 -0.370
O 0.527 -2.956 -0.750
H -0.754 2.079 -1.152
H -1.944 1.782 -1.971
O -1.306 2.489 -1.861
H -3.228 1.116 0.531
H -2.066 1.406 1.385
O -3.026 1.228 1.469
H 2.728 -0.807 0.098
H 3.437 -2.070 0.260
O 3.522 -1.159 0.503
*
```

Computed properties:
Frontier orbital gap in eV: 7.69
Molecular weight in g mol⁻¹: 105.135
Relative energy (zero: lowest compared OMol25 entry of this formula, charge and spin) in kcal/mol: 14.8
F_max in eV/Å: 1.0
E_LUMO in eV: 3.6437


Entry 20:
H9OPSi3 | ωB97M-V with the def2-TZVPD basis set

```
! RIJCOSX wB97M-V def2-TZVPD def2/J DEFGRID3
* xyz 0 1
O 1.285 0.675 -0.729
Si -0.819 -1.524 0.660
Si -1.636 1.194 -1.199
Si 2.224 0.155 0.438
P -0.171 -0.504 -1.292
H -0.007 -2.517 1.020
H -0.661 -0.632 1.789
H -2.162 -1.512 0.165
H -2.088 1.438 -2.487
H -0.925 2.494 -0.745
H -2.679 0.907 -0.195
H 2.649 -1.079 0.034
H 3.452 0.899 0.844
H 1.538 0.006 1.698
*
```

Computed properties:
Frontier orbital gap in eV: 9.00
Molecular weight in g mol⁻¹: 140.303
Relative energy (zero: lowest compared OMol25 entry of this formula, charge and spin) in kcal/mol: 43.0
F_max in eV/Å: 4.1
E_LUMO in eV: -0.2782